1.
Entry from the OMol25 dataset: the ion C4H9N2 with charge +1 (wB97M-V/def2-TZVPD).

**Relative energy (zero: lowest compared OMol25 entry of this formula, charge and spin)**: 3.120 eV
**DFT total energy**: -7265.0219 eV
**Total charge**: +1
**Lowest unoccupied orbital energy**: -5.337 eV
**Max |F|**: 4.57 eV/A
**SMILES**: C/C=[NH+]/C=N/C
**HOMO energy**: -14.567 eV

Element x y z (Å)
C: -0.674 -0.510 -0.334
C: 0.537 1.313 1.050
C: 1.640 2.213 1.223
C: -1.547 -2.516 -1.369
N: -0.523 -1.534 -1.078
N: 0.438 0.348 0.145
H: -1.635 -0.272 0.017
H: -0.389 1.414 1.496
H: 1.768 2.814 2.082
H: 1.500 3.110 0.642
H: 2.523 1.751 0.922
H: -2.455 -2.250 -0.969
H: -1.297 -2.626 -2.435
H: -1.073 -3.296 -0.878
H: 1.187 0.041 -0.515



2.
Entry from the OMol25 dataset: the ion C4H9N2 with charge +1 (wB97M-V/def2-TZVPD).

**Relative energy (zero: lowest compared OMol25 entry of this formula, charge and spin)**: 5.152 eV
**DFT total energy**: -7258.3081 eV
**Total charge**: +1
**Lowest unoccupied orbital energy (spin up / spin down)**: -2.941 / -7.120 eV
**Max |F|**: 4.84 eV/A
**2S+1**: 3
**HOMO energy (spin up / spin down)**: -8.373 / -14.588 eV

Element x y z (Å)
C: -1.515 0.688 0.159
C: -0.140 0.786 -0.401
C: 0.880 0.017 0.552
C: 0.024 -0.738 -0.386
N: 2.509 -0.227 0.113
N: -1.306 -0.811 0.192
H: -1.666 1.055 1.122
H: -2.315 1.103 -0.495
H: 0.228 1.534 -1.164
H: 0.864 0.220 1.548
H: 0.099 -1.349 -1.322
H: 2.701 -0.296 -0.942
H: 2.953 0.619 0.514
H: -1.297 -1.388 0.968
H: -2.021 -1.212 -0.457



3.
Entry from the OMol25 dataset: the ion C4H9N2 with charge +1 (wB97M-V/def2-TZVPD).

**Relative energy (zero: lowest compared OMol25 entry of this formula, charge and spin)**: 2.650 eV
**DFT total energy**: -7260.8095 eV
**Total charge**: +1
**Lowest unoccupied orbital energy (spin up / spin down)**: -4.040 / -8.345 eV
**Max |F|**: 5.50 eV/A
**2S+1**: 3
**HOMO energy (spin up / spin down)**: -11.597 / -16.420 eV

Element x y z (Å)
C: 1.106 -0.029 0.144
C: -0.320 0.048 -0.180
C: -0.977 1.348 0.266
C: -1.154 -1.184 0.111
N: 0.380 0.175 -1.464
N: 2.334 -0.059 0.408
H: -0.401 2.207 -0.065
H: -1.089 1.371 1.347
H: -1.963 1.400 -0.190
H: -2.013 -1.176 -0.557
H: -1.516 -1.166 1.136
H: -0.596 -2.104 -0.052
H: 0.491 -0.697 -1.974
H: 2.655 -0.150 1.375
H: 3.063 0.017 -0.304



4.
Entry from the OMol25 dataset: the ion C4H9N2 with charge +1 (wB97M-V/def2-TZVPD).

**Relative energy (zero: lowest compared OMol25 entry of this formula, charge and spin)**: 3.591 eV
**DFT total energy**: -7259.8683 eV
**Total charge**: +1
**Lowest unoccupied orbital energy (spin up / spin down)**: -2.896 / -7.197 eV
**Max |F|**: 7.74 eV/A
**2S+1**: 3
**HOMO energy (spin up / spin down)**: -10.951 / -15.489 eV

Element x y z (Å)
C: -2.035 -0.315 0.762
C: -1.615 -0.983 -0.295
C: 1.295 0.479 -1.037
C: 0.683 0.483 0.312
N: 1.090 -0.449 1.194
N: -1.072 0.334 -0.068
H: -2.832 -0.265 1.504
H: -1.622 -1.727 -1.101
H: 0.615 0.819 -1.940
H: 1.621 -0.533 -1.163
H: 2.157 1.163 -1.285
H: 0.821 1.505 0.778
H: 0.925 -0.388 2.209
H: 1.093 -1.360 0.733
H: -1.122 1.236 -0.604



5.
Entry from the OMol25 dataset: a cluster of 2 separate species, C4H9N2O in total (wB97M-V/def2-TZVPD).

**Relative energy (zero: lowest compared OMol25 entry of this formula, charge and spin)**: 0.303 eV
**DFT total energy**: -9319.8602 eV
**Total charge**: -1
**Lowest unoccupied orbital energy**: 3.936 eV
**Max |F|**: 0.70 eV/A
**HOMO energy**: -2.648 eV

Element x y z (Å)
N: -1.096 -1.480 -1.573
C: 0.350 -1.854 -1.834
O: 1.069 -1.920 -0.722
H: -1.758 -2.079 -2.050
H: -1.254 -1.571 -0.574
H: 0.299 -2.818 -2.412
H: 0.730 -1.070 -2.548
C: 0.413 2.114 1.820
C: -0.797 1.763 2.261
C: 0.872 0.711 0.064
N: 0.855 1.900 0.522
H: 1.077 2.696 2.455
H: -1.514 1.299 1.596
H: -1.089 1.938 3.288
H: 1.056 0.543 -0.991
H: 0.788 -0.173 0.696



6.
Entry from the OMol25 dataset: the ion C4H9N2O with charge +1 (wB97M-V/def2-TZVPD).

**Relative energy (zero: lowest compared OMol25 entry of this formula, charge and spin)**: 2.536 eV
**DFT total energy**: -9313.4797 eV
**Total charge**: +1
**Lowest unoccupied orbital energy**: -3.522 eV
**Max |F|**: 6.32 eV/A
**SMILES**: C=C[C@H](O)C(N)=[NH2+]
**HOMO energy**: -14.448 eV

Element x y z (Å)
C: 2.453 0.281 -0.272
C: 1.200 0.577 -0.001
C: -1.276 -0.016 0.298
C: 0.277 -0.536 0.483
N: -1.398 1.274 0.635
N: -2.207 -0.731 -0.147
O: 0.285 -1.546 -0.528
H: 3.127 0.976 -0.679
H: 2.723 -0.711 -0.156
H: 0.824 1.675 -0.273
H: 0.519 -0.934 1.432
H: -0.480 1.837 0.667
H: -2.220 1.698 0.155
H: -1.982 -1.784 -0.327
H: -3.026 -0.284 -0.519
H: 1.180 -1.776 -0.769